(1)
The following is a quantum chemistry calculation of 3 unconnected molecules or ions with the total composition C18H40BrN2 at a distorted geometry, from OMol25.

Summary:
Spin multiplicity: 2
HOMO (alpha / beta), eV: -16.1297 / -16.1297
Charge: +2
Lowest unoccupied orbital energy (alpha / beta), eV: -5.016 / -9.216
Electronic energy, eV: -92320.3200
⟨S²⟩: 0.75

Each line ends with the natural charge from an NBO analysis.
Geometry (Å):
Br  6.4967  20.2400  4.3291  0.014
C  1.0716  16.4220  -0.2973  -0.607
C  2.4124  15.9612  0.3115  -0.419
C  3.3858  17.1348  0.2910  -0.436
C  4.7129  16.7281  0.8486  -0.208
N  5.8213  17.7242  0.6921  -0.208
C  7.0833  17.4337  1.5671  -0.215
C  8.3220  18.1018  0.8796  -0.424
C  7.8114  18.5155  -0.5667  -0.433
C  6.4186  17.9874  -0.7084  -0.219
C  5.2553  19.0816  1.2172  -0.424
H  1.1889  17.1837  -1.0681  0.208
H  0.4274  16.9164  0.4298  0.214
H  0.5160  15.6400  -0.8148  0.234
H  2.6813  15.2168  -0.4380  0.210
H  2.2779  15.3164  1.1800  0.226
H  2.9438  17.8745  0.9584  0.216
H  3.4113  17.5945  -0.6970  0.232
H  5.0396  15.7958  0.3880  0.223
H  4.7158  16.3998  1.8880  0.220
H  6.8830  17.6770  2.6106  0.228
H  7.2558  16.3655  1.4360  0.213
H  8.6355  18.9107  1.5396  0.226
H  9.2128  17.4763  0.8212  0.242
H  7.9890  19.5793  -0.7242  0.250
H  8.4672  18.0001  -1.2684  0.254
H  5.7299  18.6350  -1.2510  0.243
H  6.3362  17.0394  -1.2401  0.232
H  5.9938  19.8821  1.2618  0.236
H  4.9247  18.9618  2.2489  0.230
H  4.4783  19.4723  0.5602  0.244
C  8.9873  10.9701  2.8997  -0.613
C  9.6677  11.3695  4.2954  -0.415
C  8.8246  12.2487  5.2222  -0.420
C  8.6128  13.7127  4.4888  -0.193
N  8.3356  14.9588  5.4598  -0.217
C  9.4676  15.2905  6.4501  -0.215
C  9.2888  16.8336  6.7690  -0.433
C  8.3135  17.3832  5.7506  -0.446
C  8.1291  16.2973  4.7416  -0.217
C  7.0359  14.5394  6.2703  -0.400
H  9.6674  10.4966  2.1917  0.240
H  8.6646  11.8859  2.4045  0.182
H  8.1458  10.2886  3.0235  0.224
H  10.6736  11.7702  4.1700  0.212
H  9.9800  10.4972  4.8697  0.237
H  9.3234  12.2465  6.1914  0.235
H  7.8489  11.7842  5.3649  0.223
H  7.7972  13.7605  3.7672  0.216
H  9.5202  14.0077  3.9619  0.214
H  9.3900  14.6850  7.3531  0.241
H  10.3218  14.9323  5.8755  0.227
H  8.9675  17.1072  7.7740  0.249
H  10.2572  17.3042  6.5992  0.246
H  7.4276  17.6765  6.3140  0.229
H  8.5395  18.3751  5.3593  0.259
H  7.1105  16.2742  4.3544  0.215
H  8.8071  16.3235  3.8885  0.221
H  6.2267  14.2468  5.6011  0.231
H  6.8166  15.3283  6.9897  0.232
H  7.3901  13.6807  6.8406  0.235

Force components x, y, z for each atom (eV/Å):
Br 0.02 0.13 0.12
C -0.57 0.59 0.38
C -1.01 -0.69 -2.50
C -0.83 -0.08 1.54
C 1.32 -1.27 -0.53
N 1.10 3.15 1.25
C 0.23 -1.12 -1.67
C -1.30 0.64 0.36
C 1.75 -0.35 1.20
C -1.80 -0.63 -0.11
C 0.42 -0.08 -0.19
H 0.49 0.03 -0.09
H -0.15 -0.24 0.15
H 0.04 -0.22 0.46
H 0.89 -0.08 -0.10
H 0.18 0.81 0.62
H -0.01 0.30 -0.05
H 0.26 -0.30 -0.10
H 0.26 0.06 -0.60
H -0.42 0.69 0.32
H -0.04 0.18 -0.29
H -0.40 -0.24 0.38
H -0.08 0.52 -0.53
H -0.43 -0.45 0.01
H -0.59 -0.04 -0.03
H -0.17 0.12 -0.17
H 0.07 0.21 0.21
H 0.42 -0.16 0.15
H 0.56 -0.48 -0.26
H -0.27 -0.30 -0.29
H -0.09 -0.51 0.11
C 0.79 0.64 1.27
C 0.02 -0.96 -1.00
C -0.42 1.37 -1.64
C 0.71 0.34 1.91
N -1.69 -1.05 0.81
C -1.08 0.19 -0.14
C 1.71 -0.58 -0.63
C -0.54 0.73 0.88
C -1.12 -1.17 -0.61
C 2.12 0.30 -0.15
H 0.25 -0.03 0.35
H -0.27 0.00 -0.06
H -0.06 0.19 0.19
H -0.13 0.73 -0.51
H -0.68 -0.48 -0.05
H -0.02 0.73 0.01
H -0.08 0.11 0.00
H -0.10 -0.36 0.23
H 0.14 -0.18 0.05
H -0.13 -0.12 -0.21
H 0.54 0.80 0.40
H 0.17 -0.63 0.04
H 0.11 -0.07 0.29
H -0.65 -0.70 -0.31
H 0.74 -0.38 -0.46
H 0.01 -0.07 -0.17
H 0.27 0.05 0.18
H 0.14 0.35 0.02
H -0.28 0.07 -0.35
H -0.34 -0.03 -0.07


(2)
The following is a quantum chemistry calculation of a single C2H4N2P2 molecule at a distorted geometry, from OMol25.

Summary:
HOMO, eV: -8.7552
SMILES: C1=NP=NCP1
Lowest unoccupied orbital energy, eV: -0.472
Electronic energy, eV: -23694.0026

Each line ends with the natural charge from an NBO analysis.
Geometry (Å):
C  0.9561  -1.3773  -0.3199  -0.090
N  2.1957  -1.1242  -0.4684  -0.820
P  3.0655  0.1322  0.1071  1.206
N  1.8692  1.1975  0.2391  -0.882
C  0.5372  0.9651  0.2837  -0.496
P  0.1007  -0.6740  1.1011  0.443
H  0.2591  -1.8470  -0.9223  0.191
H  -0.0514  1.6951  0.9314  0.243
H  0.0894  1.1730  -0.7385  0.230
H  -1.3707  -0.9837  0.7047  -0.024

Force components x, y, z for each atom (eV/Å):
C 0.86 0.49 2.16
N -0.84 -1.75 -1.10
P -1.55 1.74 0.31
N 3.70 0.37 0.55
C -3.53 1.55 -0.33
P -1.46 -0.54 0.34
H -0.40 -1.35 -2.27
H 0.98 -0.54 -0.60
H 0.22 -0.57 0.81
H 2.02 0.61 0.15